(1)
Below is 2 unconnected molecules or ions with the total composition C29H33N2S3 at a distorted geometry, with properties calculated with ωB97M-V/def2-TZVPD.

Each line ends with the Mulliken charge.
Element x y z (Å)
C1 -7.231 0.235 -1.892  -0.884
C2 -6.045 1.006 -1.719  0.249
N1 -4.723 1.777 -1.517  0.307
C3 -4.545 1.909 -0.022  -0.733
C4 -3.484 3.055 0.464  0.371
C5 -2.034 2.476 0.994  -0.787
C6 -2.148 1.390 2.225  -0.516
C7 -0.996 0.222 2.030  -0.600
S1 -1.537 -1.218 0.952  -0.117
C8 -0.739 -0.988 -0.730  0.034
S2 -1.332 0.070 -1.961  -0.156
N2 0.522 -1.809 -1.048  0.119
C9 0.473 -2.259 -2.492  0.296
C10 -0.800 -3.248 -2.936  -0.218
C11 -1.055 -3.801 -4.458  -0.394
C12 -0.004 -3.379 -5.646  -0.376
C13 1.302 -2.426 -5.230  -0.531
C14 1.545 -1.874 -3.671  -0.134
C15 1.749 -0.986 -0.726  0.108
C16 2.098 0.515 -1.287  -0.033
C17 3.468 1.347 -0.825  -0.542
C18 4.535 0.668 0.265  -0.469
C19 4.217 -0.865 0.838  -0.292
C20 2.844 -1.648 0.340  -0.407
C21 -3.187 4.247 -0.619  -0.768
C22 -3.407 3.840 -2.190  -0.501
C23 -4.890 3.081 -2.265  -0.077
S3 -5.185 2.605 -4.090  -0.144
H1 -8.329 -0.093 -2.165  0.374
H2 -3.995 1.190 -1.997  0.265
H3 -5.586 2.058 0.516  0.192
H4 -4.149 0.849 0.359  0.371
H5 -3.979 3.586 1.412  0.339
H6 -1.397 2.115 0.080  0.157
H7 -1.458 3.418 1.448  0.323
H8 -1.952 1.981 3.233  0.362
H9 -3.235 0.925 2.337  0.335
H10 -0.068 0.767 1.517  0.240
H11 -0.644 -0.153 3.094  0.400
H12 -1.561 -3.550 -2.094  0.257
H13 -1.995 -4.468 -4.712  0.292
H14 -0.167 -3.734 -6.767  0.296
H15 2.029 -2.146 -6.123  0.269
H16 2.485 -1.214 -3.442  0.317
H17 1.382 1.058 -2.043  0.279
H18 3.686 2.442 -1.228  0.292
H19 5.508 1.245 0.646  0.294
H20 4.957 -1.357 1.618  0.394
H21 2.644 -2.732 0.792  0.286
H22 -3.788 5.245 -0.384  0.321
H23 -2.034 4.533 -0.503  0.330
H24 -3.520 4.833 -2.810  0.407
H25 -2.537 3.201 -2.641  0.200
H26 -5.758 3.767 -1.879  0.403
H27 -4.817 1.230 -4.216  0.184
C24 4.865 -1.560 4.588  -0.338
C25 5.645 -1.071 5.636  -0.419
C26 6.515 -1.923 6.315  -0.381
C27 6.613 -3.263 5.939  -0.345
C28 5.836 -3.751 4.889  -0.510
C29 4.959 -2.901 4.216  -0.207
H28 4.184 -0.896 4.061  0.431
H29 5.573 -0.025 5.924  0.354
H30 7.118 -1.544 7.136  0.357
H31 7.295 -3.926 6.465  0.359
H32 5.914 -4.795 4.595  0.356
H33 4.349 -3.283 3.401  0.358

- HOMO level: -10.098 eV
- DFT total energy: -2427.7179 Eh
- Energy relative to the best compared isomer or geometry (same formula, charge and spin): 377.68 kcal per mole
- Lowest unoccupied orbital energy: -3.95 eV
- Total charge: +1

=====

(2)
Below is 4 unconnected molecules or ions with the total composition C29H71BClN3O3P, with properties calculated with ωB97M-V/def2-TZVPD.

Each line ends with the Mulliken charge.
Element x y z (Å)
C1 4.397 -1.976 -1.728  -1.468
C2 4.850 -1.215 -0.471  0.031
B1 3.748 -0.298 0.232  -0.207
O1 2.643 0.067 -0.554  -0.365
P1 3.753 0.260 2.143  0.244
C3 3.732 2.174 1.748  -1.533
C4 4.451 2.651 0.483  0.132
C5 4.804 4.130 0.590  -0.657
Cl1 5.968 4.662 -0.695  -0.286
C6 5.695 0.286 2.315  -0.544
C7 6.310 -1.024 2.825  -1.166
C8 7.736 -1.282 2.312  -0.418
C9 8.791 -0.458 3.050  -0.712
O2 9.429 0.540 2.221  -0.365
C10 10.425 0.112 1.449  0.808
C11 11.107 1.237 0.716  -1.031
O3 10.752 -1.046 1.335  -0.582
H1 3.608 -2.688 -1.472  0.273
H2 4.010 -1.289 -2.487  0.270
H3 5.224 -2.536 -2.176  0.401
H4 5.206 -1.937 0.275  0.168
H5 5.734 -0.600 -0.699  0.286
H6 2.899 0.385 -1.426  0.155
H7 3.654 0.615 3.598  0.059
H8 2.260 0.226 2.089  -0.432
H9 3.726 -1.200 2.504  0.045
H10 2.680 2.482 1.694  0.337
H11 4.176 2.671 2.622  0.659
H12 3.793 2.553 -0.388  0.100
H13 5.386 2.113 0.302  0.172
H14 3.926 4.766 0.482  0.369
H15 5.286 4.345 1.544  0.370
H16 6.211 0.566 1.387  0.163
H17 5.912 1.080 3.046  0.515
H18 6.334 -1.006 3.921  0.464
H19 5.685 -1.873 2.527  0.477
H20 7.786 -1.055 1.242  0.191
H21 7.975 -2.347 2.414  0.411
H22 8.321 0.123 3.847  0.428
H23 9.568 -1.081 3.500  0.347
H24 12.184 1.077 0.800  0.311
H25 10.831 1.177 -0.340  0.261
H26 10.820 2.213 1.100  0.290
C12 0.148 -2.080 1.892  -1.266
C13 -1.319 -1.685 1.847  -0.345
N1 -1.491 -0.253 1.680  0.227
C14 -2.849 0.198 1.881  -0.945
C15 -3.925 -0.276 0.893  -0.278
C16 -0.764 0.342 0.568  0.076
C17 -1.031 -0.214 -0.836  -0.560
H27 0.684 -1.484 2.630  0.301
H28 0.250 -3.135 2.151  0.505
H29 0.636 -1.926 0.929  0.122
H30 -1.804 -1.962 2.789  0.476
H31 -1.819 -2.275 1.058  0.219
H32 -2.847 1.292 1.902  0.331
H33 -3.151 -0.116 2.887  0.453
H34 -3.838 0.217 -0.076  0.046
H35 -4.916 -0.037 1.288  0.215
H36 -3.884 -1.356 0.736  0.142
H37 0.305 0.254 0.773  -0.640
H38 -0.965 1.418 0.580  0.320
H39 -0.999 -1.305 -0.857  0.345
H40 -0.254 0.145 -1.515  0.163
H41 -1.994 0.109 -1.236  0.109
C18 -10.179 -4.076 1.328  -1.431
C19 -8.961 -3.672 2.145  -0.343
N2 -7.815 -3.334 1.323  0.115
C20 -6.569 -3.248 2.066  -0.721
C21 -6.438 -2.154 3.131  -0.895
C22 -8.036 -2.293 0.332  -0.718
C23 -8.533 -0.927 0.821  -0.934
H42 -9.923 -4.868 0.623  0.334
H43 -10.963 -4.446 1.991  0.438
H44 -10.595 -3.238 0.768  0.288
H45 -8.668 -4.516 2.775  0.451
H46 -9.250 -2.860 2.833  0.266
H47 -5.754 -3.141 1.345  0.377
H48 -6.411 -4.218 2.547  0.378
H49 -6.324 -1.168 2.686  0.047
H50 -5.547 -2.338 3.734  0.393
H51 -7.292 -2.132 3.809  0.360
H52 -8.751 -2.673 -0.402  0.364
H53 -7.102 -2.162 -0.220  0.370
H54 -9.370 -1.024 1.515  0.256
H55 -8.881 -0.339 -0.031  0.381
H56 -7.749 -0.352 1.312  0.225
C24 -0.729 0.915 -6.091  -1.569
C25 -1.441 1.354 -4.821  0.098
N3 -1.410 2.792 -4.623  0.107
C26 -1.794 3.198 -3.283  -0.619
C27 -3.232 2.919 -2.828  -1.055
C28 -1.941 3.589 -5.712  -0.756
C29 -3.385 3.325 -6.161  -0.947
H57 0.284 1.318 -6.123  0.339
H58 -0.665 -0.174 -6.120  0.455
H59 -1.256 1.235 -6.992  0.319
H60 -0.937 0.900 -3.964  0.105
H61 -2.464 0.945 -4.828  0.237
H62 -1.588 4.267 -3.175  0.356
H63 -1.117 2.697 -2.585  0.326
H64 -3.952 3.588 -3.300  0.321
H65 -3.308 3.071 -1.749  0.413
H66 -3.531 1.890 -3.034  0.235
H67 -1.288 3.454 -6.579  0.403
H68 -1.834 4.641 -5.435  0.357
H69 -3.580 2.259 -6.289  0.244
H70 -3.563 3.809 -7.124  0.384
H71 -4.117 3.721 -5.458  0.256

- HOMO level: -2.976 eV
- DFT total energy: -2363.8473 Eh
- Lowest unoccupied orbital energy: 2.20 eV
- Total charge: -1

=====

The lowest lowest unoccupied orbital energy belongs to which entry? C29H33N2S3